96
Properties=species:S:1:pos:R:3 method="wB97M-V/def2-TZVPD" e_homo_ha=-0.3082 charge=0 lumo_ev=-0.80 gap_ev=7.59
C -0.56 1.93 2.59
C -1.64 2.11 2.11
C -2.99 2.14 1.61
C -3.37 1.19 0.57
C -2.27 0.28 0.08
C -1.23 1.08 -0.76
O 0.09 0.75 -0.36
C 1.00 0.59 -1.40
C 2.09 -0.40 -0.95
F 3.23 -0.11 -1.60
F 2.34 -0.21 0.37
C 1.75 -1.90 -1.19
F 2.48 -2.32 -2.26
F 0.46 -2.08 -1.52
C 2.14 -2.84 -0.03
F 3.43 -2.63 0.27
F 2.02 -4.11 -0.48
C 1.26 -2.75 1.26
F 2.05 -2.38 2.30
F 0.29 -1.83 1.14
C -4.65 1.15 0.08
C -5.05 0.15 -0.99
C -6.50 -0.38 -0.97
C -6.57 -1.92 -0.95
C -5.65 -2.62 -1.94
O -4.35 -2.94 -1.40
C -4.35 -3.96 -0.50
C -4.06 -3.61 0.95
O -4.55 -5.09 -0.83
C -5.56 2.12 0.61
N -6.83 2.29 0.23
S -7.46 3.48 1.11
N -6.19 3.87 2.02
C -5.20 3.06 1.64
C -3.87 3.04 2.14
S -3.49 4.22 3.39
H 0.40 1.73 3.00
H -2.63 -0.52 -0.56
H -1.70 -0.13 0.91
H -1.38 2.15 -0.59
H -1.39 0.92 -1.83
H 1.52 1.52 -1.65
H 0.53 0.22 -2.32
H 0.85 -3.73 1.49
H -4.40 -0.71 -0.86
H -4.79 0.59 -1.96
H -7.09 0.01 -0.15
H -7.00 -0.04 -1.88
H -6.43 -2.26 0.08
H -7.60 -2.20 -1.21
H -5.50 -2.04 -2.84
H -6.10 -3.57 -2.23
H -4.29 -2.56 1.15
H -3.00 -3.78 1.16
H -4.69 -4.21 1.59
H -2.33 3.74 3.85
C -8.45 4.92 -2.22
O -7.53 5.39 -1.58
N -8.71 3.57 -2.25
N -9.30 5.70 -2.96
H -9.46 3.17 -2.77
H -8.09 2.98 -1.72
H -9.13 6.68 -2.96
H -10.06 5.33 -3.49
C 6.99 -2.38 -2.39
O 8.03 -2.38 -3.02
N 5.88 -1.66 -2.77
N 6.82 -3.11 -1.24
H 5.02 -1.67 -2.26
H 5.95 -1.13 -3.62
H 7.61 -3.66 -0.93
H 5.96 -3.15 -0.72
C 6.12 1.28 0.23
O 5.93 2.12 -0.64
N 6.28 1.61 1.54
N 6.19 -0.06 -0.05
H 6.44 0.94 2.27
H 6.23 2.59 1.78
H 6.09 -0.34 -1.01
H 6.34 -0.76 0.65
C 10.07 1.55 -1.83
O 11.10 1.60 -2.49
N 8.93 2.19 -2.20
N 9.99 0.85 -0.66
H 8.08 2.16 -1.67
H 8.95 2.71 -3.06
H 10.81 0.36 -0.35
H 9.15 0.80 -0.11
C 3.92 -1.64 5.88
O 4.16 -1.76 7.07
N 4.14 -0.47 5.20
N 3.42 -2.66 5.12
H 3.94 -0.35 4.23
H 4.50 0.30 5.73
H 3.23 -3.53 5.58
H 3.21 -2.57 4.15